Entry w
C3H6S2 | ωB97M-V with the def2-TZVPD basis set

Bonds (Å) are listed after each position.
Cartesian coordinates (Å):
1 C -0.389 -0.010 0.282  C3 1.484, S4 1.651, H6 1.076
2 C 2.213 0.439 -0.077  S4 1.674, S5 1.766, H7 1.078
3 C -1.683 -0.716 0.112  C1 1.484, H8 1.094, H9 1.088, H10 1.089
4 S 1.045 -0.759 -0.052  C1 1.651, C2 1.674
5 S 3.893 -0.075 0.100  C2 1.766, H11 1.342
6 H -0.384 1.018 0.598  C1 1.076
7 H 1.972 1.430 0.271  C2 1.078
8 H -2.092 -1.030 1.077  C3 1.094
9 H -1.564 -1.605 -0.503  C3 1.088
10 H -2.415 -0.057 -0.353  C3 1.089
11 H 4.317 0.294 -1.118  S5 1.342

* multiplicity: 1
* total charge: 0
* orbital gap (alpha / beta): 7.379 / 7.625 eV

Results of the Mulliken charge analysis, in e, for atoms 1 through 5: -0.10 -0.37 -0.96 0.05 -0.24

Entry x
C3H6S2 | ωB97M-V with the def2-TZVPD basis set

Bonds (Å) are listed after each position.
Cartesian coordinates (Å):
1 S 1.909 1.144 0.673  C2 1.785, H6 1.650
2 C 0.441 1.064 -0.340  S1 1.785, C3 1.509, H7 1.021, H8 1.105
3 C -0.661 0.057 -0.118  C2 1.509, C4 1.583, S5 1.801, H9 1.139
4 C -0.370 -1.492 0.033  C3 1.583, S5 1.857, H10 1.242, H11 1.002
5 S -1.290 -0.936 -1.482  C3 1.801, C4 1.857
6 H 1.019 1.196 2.061  S1 1.650
7 H 0.040 1.962 -0.617  C2 1.021
8 H 1.107 0.794 -1.180  C2 1.105
9 H -1.556 0.364 0.516  C3 1.139
10 H -1.166 -2.256 0.604  C4 1.242
11 H 0.527 -1.898 -0.148  C4 1.002

* SMILES: SC[C@@H]1CS1
* multiplicity: 1
* total charge: 0
* orbital gap: 9.245 eV

Results of the Mulliken charge analysis, in e, for atoms 1 through 5: -0.23 -0.83 0.04 -0.66 -0.15

What is the stability order? It is entry w, entry x, from most stable to least stable.